The ion C5H10N3O3 with charge +1 at a distorted geometry, computed with ωB97M-V/def2-TZVPD.

```
! wB97M-V def2-TZVPD RIJCOSX def2/J DEFGRID3
* xyz 1 1
H 1.69848 -1.78229 -1.50720
H -1.68955 3.00942 -0.51318
C 1.16497 -0.29514 -0.11032
O -0.69409 -2.14417 -0.97910
N 1.23058 -0.82757 -1.55415
O -1.77919 2.04703 -0.18121
H -0.15824 -1.66688 -3.00369
H 2.39760 1.38727 -0.41585
H 0.43232 0.79122 2.48686
O 0.13991 2.90422 0.98426
N 2.21755 0.56492 0.22929
C -0.20615 -1.12225 -1.94774
C -0.41004 0.50863 1.68958
C -0.70641 1.85785 0.80718
H 2.71695 0.39334 1.13020
C -0.99348 -1.52948 0.32269
N 0.10923 -0.67421 0.90291
H -2.03149 -0.95643 0.30402
H -0.90516 -0.18448 -1.98457
H -1.38708 0.15309 2.25371
H -1.14670 -2.43408 1.08630
*
```

## Properties
SMILES string: NC1=[N+](CC(=O)O)COCN1
Energy relative to the best compared isomer or geometry (same formula, charge and spin), kJ/mol: 476.0
HOMO-LUMO gap, Ha: 0.3289
DFT total energy, eV: -15948.800

=====

The molecule C2H3OPS at a distorted geometry, computed with ωB97M-V/def2-TZVPD.

```
! wB97M-V def2-TZVPD RIJCOSX def2/J DEFGRID3
* xyz 0 1
H 2.06842 -1.93815 -0.25612
C -1.27007 0.33694 0.33775
H -0.63104 2.08692 -0.94466
O 1.25445 0.10658 1.39410
S 0.43708 -0.18243 0.23307
H -2.27015 0.16693 0.68003
P 0.95885 -1.75981 -1.06662
C -0.54753 1.18302 -0.37755
*
```

## Properties
SMILES string: O=S1(=P)C=C1
Energy relative to the best compared isomer or geometry (same formula, charge and spin), kJ/mol: 418.7
HOMO-LUMO gap, Ha: 0.3080
DFT total energy, eV: -24288.996

=====

A cluster of 2 separate species, C6H12N2O in total at a distorted geometry, computed with ωB97M-V/def2-TZVPD.

```
! wB97M-V def2-TZVPD RIJCOSX def2/J DEFGRID3
* xyz 0 1
C -1.41243 -1.28707 0.50370
H 2.08586 -0.77291 2.02591
C -0.18586 0.89647 0.30544
H 0.59050 -1.97776 -2.61596
H 1.85919 1.34453 3.05911
C -0.41775 -0.17655 -3.04015
H -0.98272 -0.55162 -3.87853
H -2.42077 -1.32345 0.92188
H -1.33169 -2.03546 -0.28995
H 0.11624 1.69098 3.00513
N -1.14917 0.02100 -0.03731
N 1.41347 -0.59160 1.28002
O -0.07675 1.97666 -0.24994
C 0.80985 0.51064 1.37752
H -1.62040 0.24941 -0.95193
C 1.02014 1.57922 2.40602
H -0.47165 0.89974 -2.87095
C 0.50505 -0.91726 -2.43950
H 1.19383 2.52594 1.89671
H 1.16342 -0.52225 -1.67749
H -0.68836 -1.53870 1.27027
*
```

## Properties
SMILES string: [H]/N=C(\C)C(=O)NC.C=C
Energy relative to the best compared isomer or geometry (same formula, charge and spin), kJ/mol: 141.4
HOMO-LUMO gap, Ha: 0.3833
DFT total energy, eV: -11443.205

=====

A structure of composition C23H44AlN3O3S at a distorted geometry, computed with ωB97M-V/def2-TZVPD.

```
! wB97M-V def2-TZVPD RIJCOSX def2/J DEFGRID3
* xyz 0 1
H -4.64990 -2.49061 3.31940
H 0.55399 -0.14193 -3.21593
H 3.00121 -0.36293 -1.36344
C -0.62304 -5.13196 7.33351
H -2.18841 1.67350 0.33895
C -1.46026 3.57910 -0.44668
O -3.57827 -1.60084 0.24089
H -1.96600 4.50310 -0.71127
H -1.81201 -2.63341 7.12042
H 4.23156 1.19933 -3.72015
H 4.21455 1.24091 -5.47728
H -1.64960 -5.35948 7.57173
H 1.91437 1.83074 -1.23832
H -1.33537 -1.23986 1.86809
C -2.24257 -3.39483 5.28994
C 2.50472 0.04639 -2.24438
C 1.08933 -0.51101 -2.33745
C 5.00250 3.05965 -4.56056
C 0.40118 -6.00046 7.68667
H 0.89479 2.00801 -3.45940
H -1.73032 1.24520 -2.01323
H 1.81872 3.40003 -2.96368
H 3.88289 4.46654 -3.34716
C 4.07406 1.83500 -4.57870
H -2.71308 -0.63953 -2.82008
H 2.92060 3.75606 -6.16245
C 2.03117 -4.50906 6.72124
H 5.73159 3.00104 -3.75562
H 1.21656 -2.72074 5.85976
H -1.99745 -0.42726 -0.32457
H 4.46838 5.16459 -4.85465
H 3.04706 -4.25851 6.46391
O -3.74424 2.94043 -0.02380
C -0.32905 -3.94165 6.67480
H 2.33675 1.61453 -6.55682
C -2.47347 2.43959 -0.38439
H 3.07924 -0.31134 -3.10395
C -2.68810 -1.16583 -0.75420
C 1.82833 1.59910 -5.59635
H -2.11575 -2.03856 -1.08935
H -1.01910 3.74718 0.53344
H 0.17874 -6.92055 8.20537
H -3.76725 3.07340 0.92856
C 2.80326 3.78754 -5.07950
H -3.31608 -3.62673 2.91477
C -3.38301 -0.52941 -1.94692
C -3.57261 -2.62638 3.24068
Al -2.95736 -1.25134 1.90356
H -2.78348 2.57431 -2.48119
H -2.65006 1.26040 3.28604
H 2.53055 -6.35174 7.67607
O -2.42785 -4.54975 5.04132
H 1.11938 -1.59720 -2.40768
C 1.90669 2.35741 -3.26278
N 2.64780 2.35768 -4.60174
H -4.38934 1.10788 -2.49435
H 0.51016 -0.25284 -1.44970
C 0.99898 -3.64487 6.37311
C 4.06867 4.26003 -4.40281
C -2.65057 1.77802 -1.74304
H 3.51820 1.94406 -1.89151
H 5.55764 3.11765 -5.49601
H -0.67434 3.40155 -1.18532
C 1.72614 -5.68925 7.39099
H 0.85957 2.08338 -5.68748
H -3.67233 -1.83224 5.27932
H -2.17334 -1.49013 4.46413
H -4.26962 -1.12265 -2.16025
N -1.32212 -2.96937 6.30093
H 1.90930 4.35065 -4.82543
C 2.51260 1.57330 -2.11642
H 1.71217 0.57628 -5.24581
N -3.78357 0.85414 -1.72698
C -2.94214 -2.25743 4.59080
S -3.75235 0.78400 2.69037
*
```

## Properties
HOMO-LUMO gap, Ha: 0.2012
DFT total energy, eV: -52608.871